Entry A
Computed, not measured: a cluster of 4 separate species, H8O4 in total, with ωB97M-V with the def2-TZVPD basis set.

Last column: natural (NBO) charge in e.
CARTESIAN COORDINATES (ANGSTROEM)
O1 -0.07 1.14 2.20  -0.960
H1 0.10 0.34 2.63  0.455
H2 0.59 0.97 1.46  0.493
O2 -1.47 0.03 -0.09  -0.984
H3 -1.23 0.62 0.61  0.504
H4 -2.28 0.43 -0.47  0.478
O3 0.30 -0.89 -2.15  -0.934
H5 -0.42 -0.90 -1.50  0.499
H6 0.64 -1.73 -2.04  0.465
O4 1.45 0.37 -0.06  -0.973
H7 1.08 0.11 -0.96  0.506
H8 1.32 -0.48 0.38  0.451

**SMILES**: O.O.O.O
**Net charge**: 0
**Orbital gap**: 11.8800 eV



Entry B
Computed, not measured: a cluster of 4 separate species, H8O4 in total, with ωB97M-V with the def2-TZVPD basis set.

Last column: natural (NBO) charge in e.
CARTESIAN COORDINATES (ANGSTROEM)
O1 0.06 -0.73 0.26  -0.948
H1 -0.10 -1.26 1.04  0.477
H2 1.01 -0.85 -0.04  0.460
O2 -0.14 2.54 -0.10  -0.912
H3 -0.13 3.42 0.12  0.455
H4 0.73 2.25 0.23  0.457
O3 3.22 -0.94 -0.21  -0.931
H5 2.59 -1.20 -0.80  0.460
H6 3.06 -0.05 0.18  0.481
O4 -3.68 -0.75 -0.19  -0.926
H7 -3.65 -1.62 0.29  0.460
H8 -2.98 -0.82 -0.77  0.465

**SMILES**: O.O.O.O
**Net charge**: 0
**Orbital gap**: 11.5710 eV



Which one sits at the top of the stability order? entry A does.



Entry A
Computed, not measured: a cluster of 4 separate species, H8O4 in total, with ωB97M-V with the def2-TZVPD basis set.

Last column: natural (NBO) charge in e.
CARTESIAN COORDINATES (ANGSTROEM)
O1 -0.61 -1.71 -2.14  -0.956
H1 -0.56 -2.62 -2.44  0.463
H2 -0.14 -1.70 -1.31  0.487
O2 -2.38 0.31 1.32  -0.943
H3 -2.89 0.40 2.13  0.479
H4 -2.05 1.19 1.15  0.469
O3 2.89 1.51 -0.06  -0.932
H5 2.33 1.77 -0.79  0.469
H6 2.54 1.98 0.69  0.466
O4 0.45 -0.73 0.51  -0.957
H7 0.88 0.11 0.34  0.471
H8 -0.47 -0.52 0.61  0.486

**SMILES**: O.O.O.O
**Net charge**: 0
**Orbital gap**: 11.2233 eV



Entry B
Computed, not measured: a cluster of 4 separate species, H8O4 in total, with ωB97M-V with the def2-TZVPD basis set.

Last column: natural (NBO) charge in e.
CARTESIAN COORDINATES (ANGSTROEM)
O1 -1.17 1.87 -0.87  -0.941
H1 -0.62 2.27 -0.25  0.481
H2 -1.88 1.60 -0.35  0.463
O2 1.81 0.98 0.41  -0.966
H3 1.47 0.38 -0.21  0.482
H4 1.72 0.56 1.29  0.476
O3 0.19 -0.91 -1.13  -0.964
H5 0.61 -1.25 -1.89  0.481
H6 -0.52 -0.38 -1.42  0.497
O4 -0.45 -1.40 1.65  -0.980
H7 -0.91 -2.14 2.08  0.473
H8 -0.26 -1.59 0.71  0.499

**SMILES**: O.O.O.O
**Net charge**: 0
**Orbital gap**: 11.4995 eV



Which one sits at the top of the stability order? entry B does.



Entry A
Computed, not measured: a cluster of 4 separate species, H8O4 in total, with ωB97M-V with the def2-TZVPD basis set.

Last column: natural (NBO) charge in e.
CARTESIAN COORDINATES (ANGSTROEM)
O1 -0.41 -0.90 -1.51  -0.961
H1 -0.46 -1.35 -0.66  0.487
H2 0.50 -1.04 -1.79  0.462
O2 -1.44 0.89 1.59  -0.937
H3 -1.91 1.48 2.20  0.458
H4 -0.88 0.36 2.16  0.479
O3 3.54 0.76 -1.46  -0.936
H5 4.20 0.40 -0.86  0.466
H6 3.28 1.59 -1.03  0.470
O4 -1.78 -0.78 0.60  -0.947
H7 -2.51 -1.41 0.63  0.461
H8 -2.13 -0.02 0.13  0.497

**SMILES**: O.O.O.O
**Net charge**: 0
**Orbital gap**: 10.2489 eV



Entry B
Computed, not measured: a cluster of 4 separate species, H8O4 in total, with ωB97M-V with the def2-TZVPD basis set.

Last column: natural (NBO) charge in e.
CARTESIAN COORDINATES (ANGSTROEM)
O1 0.57 1.48 -1.21  -0.931
H1 0.82 1.53 -0.33  0.467
H2 1.25 1.90 -1.75  0.463
O2 -0.59 -1.50 0.16  -0.974
H3 -0.72 -2.42 0.34  0.476
H4 0.23 -1.18 0.63  0.502
O3 2.03 -0.17 0.71  -0.958
H5 2.24 0.29 1.51  0.476
H6 2.61 0.25 0.00  0.489
O4 -2.97 0.07 0.28  -0.972
H7 -2.07 -0.23 0.24  0.496
H8 -3.39 -0.02 -0.59  0.465

**SMILES**: O.O.O.O
**Net charge**: 0
**Orbital gap**: 10.5502 eV



Which one sits at the top of the stability order? entry B does.



Entry A
Computed, not measured: a cluster of 4 separate species, H8O4 in total, with ωB97M-V with the def2-TZVPD basis set.

Last column: natural (NBO) charge in e.
CARTESIAN COORDINATES (ANGSTROEM)
O1 -0.44 -0.69 2.92  -0.968
H1 0.41 -1.02 2.60  0.449
H2 -0.97 -0.69 2.09  0.487
O2 -1.60 -0.96 0.45  -0.957
H3 -0.91 -1.43 -0.03  0.461
H4 -1.26 -0.04 0.32  0.501
O3 -0.02 1.11 -0.02  -0.978
H5 0.52 1.69 0.51  0.490
H6 0.32 1.16 -0.93  0.502
O4 0.96 0.49 -2.58  -0.942
H7 1.42 -0.14 -2.01  0.471
H8 1.57 0.51 -3.30  0.483

**SMILES**: O.O.O.O
**Net charge**: 0
**Orbital gap**: 10.6120 eV



Entry B
Computed, not measured: a cluster of 4 separate species, H8O4 in total, with ωB97M-V with the def2-TZVPD basis set.

Last column: natural (NBO) charge in e.
CARTESIAN COORDINATES (ANGSTROEM)
O1 -3.24 5.34 -24.80  -0.932
H1 -3.55 5.22 -23.91  0.478
H2 -2.78 4.54 -24.99  0.489
O2 -6.57 5.05 -23.96  -0.941
H3 -6.03 4.31 -23.69  0.439
H4 -6.29 5.05 -24.84  0.483
O3 -5.36 4.95 -26.29  -0.994
H5 -5.19 4.94 -27.23  0.477
H6 -4.50 4.98 -25.87  0.495
O4 -3.24 2.62 -25.57  -0.950
H7 -3.29 2.16 -24.72  0.472
H8 -3.86 2.11 -26.07  0.483

**SMILES**: O.O.O.O
**Net charge**: 0
**Orbital gap**: 10.9516 eV



Which one sits at the top of the stability order? entry A does.



Entry A
Computed, not measured: a cluster of 4 separate species, H8O4 in total, with ωB97M-V with the def2-TZVPD basis set.

Last column: natural (NBO) charge in e.
CARTESIAN COORDINATES (ANGSTROEM)
O1 24.86 -1.78 -4.79  -0.947
H1 24.09 -1.70 -5.38  0.483
H2 24.83 -0.92 -4.34  0.471
O2 25.68 -1.15 -0.72  -0.931
H3 25.92 -0.26 -0.87  0.463
H4 24.74 -1.11 -0.76  0.474
O3 26.44 -3.13 -2.87  -0.973
H5 26.68 -2.40 -2.24  0.496
H6 26.20 -2.72 -3.68  0.491
O4 24.61 -5.01 -1.96  -0.980
H7 24.75 -5.82 -2.46  0.456
H8 25.26 -4.37 -2.35  0.498

**SMILES**: O.O.O.O
**Net charge**: 0
**Orbital gap**: 10.4379 eV



Entry B
Computed, not measured: a cluster of 4 separate species, H8O4 in total, with ωB97M-V with the def2-TZVPD basis set.

Last column: natural (NBO) charge in e.
CARTESIAN COORDINATES (ANGSTROEM)
O1 -0.58 -8.68 -4.00  -0.970
H1 -0.44 -7.76 -3.75  0.489
H2 0.27 -9.19 -3.77  0.468
O2 -0.20 -7.86 -0.46  -0.955
H3 -0.58 -8.54 -1.02  0.486
H4 -0.98 -7.46 0.01  0.503
O3 -0.34 -5.18 0.33  -0.951
H5 -0.29 -4.78 -0.55  0.480
H6 0.36 -5.84 0.22  0.472
O4 -0.38 -6.20 -2.52  -0.972
H7 -1.33 -6.21 -2.32  0.467
H8 -0.12 -6.98 -1.95  0.485

**SMILES**: O.O.O.O
**Net charge**: 0
**Orbital gap**: 11.7774 eV



Which one sits at the top of the stability order? entry A does.